[1]
Molecular formula: C3H8N2O2
Method: DFT, ωB97M-V/def2-TZVPD

Atoms and positions in Å:
1 N 1.725 -0.023 -1.045
2 C 0.434 0.472 -0.656
3 O 0.205 1.580 -1.455
4 N -0.580 -0.561 -0.789
5 C -1.291 -0.684 0.477
6 C -0.302 -0.085 1.475
7 O 0.364 0.900 0.710
8 H 2.303 0.767 -1.313
9 H 2.165 -0.471 -0.247
10 H -0.735 1.786 -1.379
11 H -0.146 -1.421 -1.099
12 H -1.558 -1.723 0.690
13 H -2.217 -0.095 0.453
14 H 0.405 -0.846 1.844
15 H -0.771 0.404 2.333

Summary:
- electronic energy (eV) = -10315.9331
- relative energy (zero: lowest compared OMol25 entry of this formula, charge and spin) (kJ/mol) = 98.3
- total charge = 0
- maximum force (eV/Å) = 0.3
- gap between HOMO and LUMO (eV) = 10.307
- structure (SMILES) = N[C@@]1(O)NCCO1
- LUMO (eV) = 0.896



[2]
Molecular formula: C4H12N2O
Method: DFT, ωB97M-V/def2-TZVPD

Atoms and positions in Å:
1 C 0.990 1.147 -1.936
2 N 0.196 1.458 -0.705
3 C 0.452 0.418 0.351
4 C 0.467 -1.082 -0.186
5 N -0.880 -1.355 -0.750
6 C -0.736 0.418 1.315
7 O -0.532 -0.591 2.246
8 H 2.158 1.088 -1.883
9 H 0.808 0.233 -2.492
10 H 1.051 1.949 -2.771
11 H -0.956 1.447 -0.679
12 H 1.507 0.551 0.825
13 H 1.281 -1.058 -0.894
14 H 0.888 -1.826 0.549
15 H -1.360 -2.172 -0.269
16 H -0.682 -1.808 -1.648
17 H -0.834 1.499 1.624
18 H -1.613 0.156 0.717
19 H -0.246 -1.461 1.877

Summary:
- electronic energy (eV) = -9367.5852
- relative energy (zero: lowest compared OMol25 entry of this formula, charge and spin) (kJ/mol) = 348.2
- total charge = 0
- maximum force (eV/Å) = 4.2
- gap between HOMO and LUMO (eV) = 9.611
- structure (SMILES) = CN[C@H](CN)CO
- LUMO (eV) = 0.706



[3]
Molecular formula: H32O16
Method: DFT, ωB97M-V/def2-TZVPD

Atoms and positions in Å:
1 O -0.165 1.359 4.478
2 H 0.162 0.886 5.288
3 H 0.306 2.168 4.564
4 O 0.259 0.669 -3.613
5 H -0.200 0.707 -4.522
6 H 0.384 1.694 -3.579
7 O -1.144 -3.644 4.470
8 H -0.242 -3.163 4.647
9 H -1.685 -2.877 4.658
10 O -2.720 -0.354 1.675
11 H -2.544 0.055 0.731
12 H -3.010 -1.199 1.676
13 O 3.861 1.714 -3.230
14 H 4.787 1.774 -3.580
15 H 3.518 2.541 -3.552
16 O -3.578 0.611 -1.116
17 H -3.580 0.513 -2.059
18 H -2.939 -0.038 -0.655
19 O 3.523 -2.374 -2.719
20 H 3.625 -1.442 -2.326
21 H 4.062 -2.895 -2.150
22 O 1.086 -1.527 -1.311
23 H 1.085 -0.670 -1.700
24 H 1.694 -2.023 -1.817
25 O -0.491 -0.427 1.829
26 H 0.412 -0.151 1.976
27 H -0.344 -1.055 1.130
28 O -1.852 4.484 2.093
29 H -1.186 4.760 1.517
30 H -1.975 3.552 1.900
31 O -0.985 -1.968 -5.037
32 H -0.327 -2.737 -4.659
33 H -0.418 -1.397 -5.457
34 O -1.302 1.717 1.362
35 H -0.707 1.091 1.692
36 H -1.955 1.577 2.056
37 O 1.877 0.917 2.453
38 H 1.517 1.050 3.316
39 H 2.570 0.124 2.427
40 O -1.320 -3.343 1.793
41 H -0.934 -3.556 2.512
42 H -1.456 -4.328 1.403
43 O 3.993 -0.195 -1.367
44 H 4.856 0.106 -1.368
45 H 3.343 0.483 -1.682
46 O -1.659 2.262 -1.700
47 H -1.960 2.939 -2.160
48 H -1.926 2.306 -0.708

Summary:
- electronic energy (eV) = -33274.8752
- relative energy (zero: lowest compared OMol25 entry of this formula, charge and spin) (kJ/mol) = 970.5
- total charge = 0
- maximum force (eV/Å) = 11.1
- gap between HOMO and LUMO (eV) = 9.775
- LUMO (eV) = -0.060



[4]
Molecular formula: C31H44O12Si
Method: DFT, ωB97M-V/def2-TZVPD

Atoms and positions in Å:
1 C 1.006 3.585 -3.460
2 Si -0.533 3.789 -2.412
3 C -0.126 3.145 -0.705
4 C -0.937 5.620 -2.243
5 O -1.871 2.995 -3.021
6 C -2.294 3.392 -4.319
7 C -1.846 2.377 -5.392
8 C -2.002 0.967 -4.879
9 C -3.256 0.356 -4.876
10 C -3.410 -0.923 -4.360
11 C -2.307 -1.580 -3.821
12 C -1.049 -0.975 -3.825
13 C -0.889 0.291 -4.371
14 C 0.135 -1.652 -3.228
15 O 1.256 -1.340 -3.533
16 C -0.165 -2.693 -2.212
17 C 0.798 -3.038 -1.268
18 C 0.489 -4.002 -0.315
19 C -0.764 -4.607 -0.321
20 C -1.722 -4.272 -1.270
21 C -1.422 -3.302 -2.225
22 C -2.436 -2.937 -3.244
23 O -3.316 -3.696 -3.546
24 H 1.787 4.175 -2.979
25 H 1.371 2.562 -3.474
26 H 0.913 3.963 -4.476
27 H 0.724 3.721 -0.344
28 H -0.964 3.238 -0.022
29 H 0.195 2.106 -0.753
30 H -0.045 6.138 -1.900
31 H -1.736 5.730 -1.516
32 H -1.238 6.050 -3.194
33 H -1.958 4.397 -4.571
34 H -3.382 3.396 -4.320
35 H -0.813 2.561 -5.670
36 H -2.490 2.492 -6.261
37 H -4.096 0.904 -5.277
38 H -4.371 -1.411 -4.371
39 H 0.071 0.774 -4.393
40 H 1.761 -2.558 -1.263
41 H 1.212 -4.284 0.433
42 H -1.010 -5.358 0.416
43 H -2.698 -4.730 -1.298
44 C 2.058 -4.603 6.379
45 C 2.594 -3.592 5.390
46 O 1.874 -3.620 4.147
47 C 0.691 -3.008 4.158
48 O 0.205 -2.411 5.082
49 O 0.149 -3.142 2.946
50 C -1.155 -2.569 2.813
51 H 2.049 -5.600 5.938
52 H 2.677 -4.623 7.276
53 H 1.038 -4.360 6.674
54 H 3.622 -3.831 5.125
55 H 2.581 -2.582 5.799
56 H -1.156 -1.528 3.127
57 H -1.876 -3.136 3.399
58 H -1.410 -2.634 1.759
59 C -3.353 8.003 -8.314
60 C -2.716 7.988 -6.941
61 O -1.594 7.093 -6.880
62 C -0.473 7.545 -7.439
63 O -0.320 8.618 -7.961
64 O 0.456 6.597 -7.319
65 C 1.700 6.907 -7.955
66 H -3.624 6.991 -8.618
67 H -4.252 8.619 -8.304
68 H -2.669 8.406 -9.059
69 H -3.420 7.608 -6.203
70 H -2.407 8.986 -6.629
71 H 2.083 7.867 -7.616
72 H 1.578 6.913 -9.037
73 H 2.391 6.118 -7.672
74 C 5.245 -6.189 12.225
75 C 4.683 -5.040 11.417
76 O 3.663 -5.476 10.504
77 C 2.468 -5.703 11.050
78 O 2.169 -5.535 12.203
79 O 1.647 -6.115 10.084
80 C 0.329 -6.442 10.531
81 H 5.603 -6.980 11.564
82 H 6.076 -5.844 12.840
83 H 4.487 -6.616 12.880
84 H 5.457 -4.606 10.787
85 H 4.289 -4.252 12.058
86 H -0.110 -5.617 11.088
87 H 0.352 -7.339 11.147
88 H -0.258 -6.631 9.636

Summary:
- electronic energy (eV) = -65311.6980
- total charge = 0
- maximum force (eV/Å) = 1.1
- gap between HOMO and LUMO (eV) = 8.691
- structure (SMILES) = C[Si](C)(C)OCCc1ccc2c(c1)C(=O)c1ccccc1C2=O.CCOC(=O)OC.CCOC(=O)OC.CCOC(=O)OC
- LUMO (eV) = -0.623



Table of molar mass (g/mol), in record order: 104.1, 104.2, 288.2, 636.8